The following is a quantum chemistry calculation of 13 unconnected molecules or ions with the total composition C56H115F32N9O13 in a non-equilibrium geometry, from OMol25.

XYZ file:
```
225
Properties=species:S:1:pos:R:3:forces:R:3:mulliken_charge:R:1
C -17.080488 -16.398718 15.701201 -0.5 -1.8 -1.3 -0.081
H -19.787872 -18.088127 12.994533 -0.2 -0.1 0.0 0.537
C -29.651650 -19.612425 14.782358 0.7 3.0 -0.6 0.735
C -25.915866 -7.661793 14.047782 1.7 -0.8 -0.2 0.495
F -25.588152 -16.484854 14.671465 0.0 -0.2 -0.1 -0.342
F -23.162687 -9.300602 16.922015 0.7 1.5 -0.5 -0.225
H -23.551515 -16.444872 8.158212 -0.4 0.4 -0.6 -0.137
H -18.983434 -9.855137 9.610107 0.0 0.1 0.3 0.329
H -20.395975 -19.279339 10.732688 0.2 -0.6 -0.6 0.123
F -30.057325 -14.399763 20.477612 -0.1 0.1 1.1 -0.307
C -20.663932 -6.414444 11.920983 1.2 -0.7 -0.1 -1.110
H -22.737289 -8.985190 10.976709 0.2 0.5 0.8 0.199
H -20.154315 -12.835530 16.401122 -0.2 0.4 -0.2 0.201
F -32.633142 -18.272707 23.022719 -0.5 -0.1 0.6 -0.264
C -20.185711 -11.225542 10.476415 0.3 -0.3 1.2 1.859
H -26.899888 -14.995832 9.565160 -0.4 0.6 -0.3 -1.028
C -31.044335 -14.028004 15.512703 -0.8 -1.3 0.8 -1.488
H -26.935943 -17.902613 10.317268 -0.7 -0.3 -0.4 0.369
H -16.727183 -15.921537 18.224173 0.2 -0.2 0.3 0.312
C -30.751782 -9.919894 14.010295 -1.0 -0.3 1.0 -0.448
F -30.412713 -20.964756 18.569960 0.1 -0.4 -0.1 -0.229
H -22.577058 -17.800323 10.957525 0.3 0.3 -0.1 -0.124
C -18.950151 -11.801768 11.247785 -0.7 -0.1 -0.7 -0.741
H -20.228191 -6.051651 12.832953 0.0 0.3 0.9 0.367
H -31.484878 -11.612378 10.923268 0.3 -0.9 0.7 0.215
F -27.063862 -15.492445 13.424813 0.7 0.3 0.1 -0.185
F -26.455806 -7.892437 12.847768 -0.4 0.3 -1.1 -0.281
C -19.898574 -10.745113 15.675498 0.4 0.8 -1.1 0.614
H -31.410989 -14.760129 16.271115 0.1 0.7 -0.4 0.277
H -18.596132 -16.790064 13.007714 0.5 -0.3 -0.2 -0.017
C -17.345263 -9.306348 13.261267 -1.4 0.9 0.1 -0.907
C -26.825069 -8.294434 15.072944 0.5 -0.8 0.0 1.047
O -25.576013 -16.378377 10.136798 -0.5 0.0 0.4 0.606
C -25.044752 -10.591927 16.754816 1.3 0.5 1.5 0.603
O -22.637317 -8.327519 13.065068 -0.9 0.6 -1.2 0.229
H -30.858611 -14.097318 18.645108 -0.5 0.2 0.2 0.273
H -31.196113 -13.366958 10.888913 -0.1 -0.5 0.0 0.378
H -17.985660 -12.812973 13.441240 0.7 0.6 0.5 0.328
O -29.583142 -12.125440 11.056664 1.5 0.0 -0.2 -0.401
H -29.492571 -11.023375 15.925574 0.0 0.6 -0.2 0.470
H -17.480215 -16.983185 14.818880 0.4 0.5 0.4 -0.174
F -29.585308 -17.006138 19.682740 1.5 -0.3 0.6 -0.335
O -31.634356 -16.438394 19.330777 -1.4 -0.1 -0.1 -0.483
H -25.978393 -17.640942 11.704181 -0.2 0.6 0.0 0.204
H -22.480801 -6.490525 13.914207 0.0 -0.1 -0.1 0.218
H -19.539676 -15.170711 10.526428 -0.3 0.3 1.3 -1.263
H -25.846792 -14.335399 16.265713 -0.7 -0.1 0.3 0.222
H -20.563459 -20.961612 10.162560 0.0 1.1 0.2 0.217
H -31.609073 -9.301302 13.797811 -0.2 0.4 0.1 0.356
H -16.517740 -18.989423 15.573142 -0.9 -1.2 -1.1 0.262
H -15.128677 -16.427610 17.617106 -0.4 -0.2 0.5 0.326
C -24.962414 -19.852172 7.686682 0.0 1.9 1.5 -0.834
C -19.368768 -15.896514 16.111981 0.1 -1.7 1.2 -0.313
H -27.508433 -10.792941 11.855758 -1.3 1.5 -0.6 0.843
H -17.331726 -16.487445 10.969130 -0.6 -0.3 -0.5 0.256
H -22.153224 -4.194670 12.512943 0.2 0.1 0.6 0.255
H -20.897203 -17.106262 9.693509 0.2 -0.1 0.0 -0.298
O -18.853044 -17.893943 11.185522 -0.8 1.5 1.6 -0.471
C -30.386284 -16.240586 18.965573 0.8 2.2 -0.1 0.722
H -19.821544 -17.135633 8.276607 0.0 -0.4 -0.5 0.648
C -30.870317 -12.452270 11.363206 -2.2 1.8 -0.2 -0.565
H -20.987826 -11.173823 11.231866 0.3 0.0 0.0 -0.970
N -20.784386 -10.886050 14.540940 -0.8 -1.2 -1.0 0.928
C -18.211840 -16.909144 10.405412 1.4 -0.5 -0.8 -1.030
C -26.547772 -17.106397 10.925690 1.3 0.2 -0.2 -0.930
H -24.870650 -13.396049 9.655945 -0.1 0.1 -0.2 0.103
H -16.020613 -17.534240 18.809188 0.0 1.1 -0.9 0.307
C -28.744426 -13.238522 11.229757 1.4 1.2 -0.5 -0.704
H -22.614898 -18.815861 8.528503 0.5 0.6 -0.3 0.102
C -31.968567 -17.797363 19.424825 -1.4 -0.7 -0.7 -0.834
F -25.411345 -11.857823 16.823052 -1.1 -1.6 0.5 -0.170
C -24.237097 -15.060502 12.925244 2.4 1.6 -0.3 -1.548
F -27.511824 -15.575052 16.063014 -0.3 0.3 1.0 -0.155
H -18.162220 -15.400194 8.068477 -0.1 0.4 0.4 0.325
H -27.141112 -12.095261 12.882648 0.7 0.3 0.1 -0.216
H -20.459666 -7.502030 11.898231 0.0 0.4 -0.1 -0.006
C -20.251319 -16.516775 9.043996 -0.5 2.0 0.3 -1.312
H -20.427632 -10.277097 16.523282 0.1 0.2 -0.4 0.291
O -18.067747 -10.250065 14.055129 -0.2 -0.5 -0.1 -0.137
F -30.754062 -18.486657 21.283814 2.4 -0.4 1.1 -0.299
O -25.049897 -14.428307 13.916674 -1.6 -1.7 -0.3 0.666
H -23.571347 -14.419731 9.576773 -1.0 0.6 -0.7 -0.040
H -18.063183 -8.801135 12.519024 1.1 -0.7 0.8 0.184
F -28.435820 -19.804129 14.193475 -0.2 -0.9 -0.1 -0.293
H -22.604518 -18.981493 12.294658 -0.1 0.2 0.0 0.312
H -18.871953 -14.296004 13.367547 -0.2 -0.6 0.3 0.043
H -24.780043 -15.287930 11.985667 0.4 -0.1 0.5 -0.091
F -21.698703 -15.243816 14.115648 0.2 1.1 -0.1 -0.347
C -31.946875 -18.300240 20.832392 -2.9 -0.2 0.0 1.079
C -19.362421 -17.285258 12.404601 0.3 -0.5 -0.1 -0.261
H -27.540824 -12.917258 8.875926 0.9 0.5 1.0 0.296
F -23.493138 -12.780200 12.299096 -0.1 -0.4 0.4 -0.175
H -30.584970 -21.817965 16.154451 0.1 0.3 -0.3 0.396
H -29.010328 -13.976364 10.515394 -0.4 -1.1 -0.7 0.754
F -27.824351 -21.196451 19.617497 0.0 -0.3 -0.2 -0.291
H -29.458485 -13.128729 16.615925 -0.2 -0.3 -0.3 -0.169
C -29.852885 -18.053241 14.701972 0.7 -1.9 -0.9 0.326
F -28.108604 -8.248067 14.670486 -0.9 1.2 0.2 -0.259
C -24.198849 -15.869876 7.447048 0.6 0.0 2.0 -1.258
H -24.527218 -19.118463 6.987126 -0.3 0.0 0.2 0.281
H -26.872479 -10.207127 14.256543 0.2 -0.4 -0.4 -0.097
C -16.122488 -16.796310 17.953469 0.5 -0.4 0.5 -1.316
C -22.915833 -18.779638 11.267827 -0.3 -0.2 0.3 -0.735
C -22.109010 -13.905418 13.917966 0.3 -1.5 -1.7 1.034
H -32.006152 -11.954131 17.079796 -1.4 1.0 -0.3 0.204
H -17.701438 -17.886699 17.156986 -0.8 -0.2 -0.2 0.314
H -24.789925 -20.806888 7.294766 0.0 -1.7 -0.7 0.408
H -29.250848 -17.550749 15.427044 0.7 0.5 0.3 0.215
H -31.884410 -13.790448 14.875713 -0.2 0.2 -0.3 0.371
N -27.109407 -12.257652 9.584252 -1.0 -1.4 -1.6 -0.516
O -25.270758 -10.084292 15.571950 -1.5 1.0 -2.1 -0.393
H -20.045019 -15.065215 15.985407 0.1 0.2 -0.1 -0.230
F -23.108118 -11.062471 18.129517 -0.6 -0.2 -0.1 -0.366
F -32.574135 -19.520721 20.773017 0.1 -0.4 -0.2 -0.361
O -24.356264 -19.733872 8.974403 0.3 -0.4 0.0 -0.245
H -19.574639 -16.687148 15.367724 0.2 0.5 -0.2 0.255
N -20.954675 -20.121539 10.603505 -1.0 0.1 -0.3 -0.515
H -20.096408 -16.493334 12.276985 -0.4 -0.1 -0.6 -0.024
H -25.610801 -14.338682 7.478229 -0.5 0.1 0.1 0.336
H -27.748842 -11.498931 9.474998 -0.3 1.1 0.0 0.387
H -20.561156 -11.602609 8.362859 -0.1 0.1 -0.1 0.504
H -23.927001 -6.687173 12.986152 -0.4 0.0 -0.5 0.103
N -15.979562 -18.601426 16.298387 -0.6 0.7 0.7 -0.770
H -30.676953 -11.930985 18.077606 -0.5 -0.3 -1.2 0.284
H -19.241167 -8.769327 14.947365 0.3 -0.8 0.3 0.463
H -20.917771 -15.718992 8.575597 0.9 -1.0 0.4 0.335
H -15.163767 -18.314177 15.796487 0.8 0.6 0.1 0.276
C -19.404639 -12.092803 16.112999 1.7 0.0 0.8 -1.137
H -28.206283 -19.747085 18.291972 0.1 0.0 0.3 0.040
H -23.214418 -10.035247 12.226363 -0.3 -1.2 0.4 -0.218
H -18.570595 -11.020321 11.897765 -0.2 0.0 0.4 -0.777
C -26.677356 -14.628293 15.608111 0.1 0.0 -1.6 -0.310
H -30.332224 -10.213901 13.080469 0.6 -0.4 -1.0 0.098
H -29.402524 -11.975081 14.435989 0.2 -0.3 -0.1 -0.011
C -19.081150 -15.818125 9.818714 -2.1 -0.7 -0.7 2.256
F -22.695423 -13.548097 15.033902 -0.6 0.6 0.9 -0.003
N -24.293494 -13.916059 9.001312 0.6 -1.7 0.4 -0.338
N -18.469395 -14.885420 8.908723 2.6 0.2 -0.5 -0.502
F -30.593909 -20.227107 14.058705 0.1 -0.5 0.2 -0.304
C -26.941077 -11.663198 11.890674 0.9 -1.6 0.9 -1.850
C -18.779973 -9.769821 15.183884 1.5 0.7 1.9 -1.124
H -30.304885 -14.586827 14.985400 0.6 -0.2 -0.9 0.076
C -30.428513 -12.847328 16.176621 1.6 0.5 0.7 1.012
C -28.094457 -20.835410 18.348054 -1.8 1.8 0.4 0.441
N -19.854842 -9.816679 10.147431 -0.2 -0.5 -1.2 -0.432
F -25.707987 -9.887465 17.749031 0.6 -0.8 -0.6 -0.349
H -28.795245 -21.884434 15.977412 0.3 0.0 -1.1 0.422
C -23.064432 -14.019652 12.683099 -0.8 -0.2 0.1 0.771
H -31.405657 -18.472532 18.766177 0.3 0.3 0.3 0.183
O -18.016160 -15.438604 16.052304 -1.2 0.6 0.4 -0.266
C -18.393162 -13.539347 12.774397 0.4 -0.1 -0.1 -1.143
C -32.767958 -17.536026 21.918768 0.8 1.0 -1.1 0.087
H -28.770795 -13.643483 12.223149 -0.3 -0.3 0.8 0.146
H -24.264869 -8.735520 11.714888 -0.8 0.5 0.5 0.558
F -29.265620 -22.806505 17.960237 -0.5 -0.1 0.8 -0.340
H -25.905411 -11.383633 11.703146 0.1 -0.1 0.4 0.276
H -23.580132 -15.252748 6.824414 0.5 0.3 -0.2 0.445
H -22.946827 -11.188075 16.157280 -0.9 0.9 0.2 -0.409
N -31.191738 -12.434725 17.326782 0.8 -0.2 1.7 -0.578
H -26.736600 -16.356419 8.439790 -0.1 0.1 -0.2 0.559
H -23.600170 -15.858786 13.361687 -1.2 -0.2 -0.4 0.406
H -23.537195 -4.670549 11.782385 -0.5 0.2 0.1 0.263
F -31.116249 -17.734280 14.915175 -1.1 0.3 -0.2 -0.279
H -16.547647 -9.857491 12.765113 -0.2 0.1 -0.2 0.252
C -26.641198 -9.786871 15.219084 0.5 -0.3 0.7 -0.703
H -22.875857 -20.790194 10.837184 -0.2 -0.3 -0.4 0.405
F -27.143632 -21.193963 17.529574 2.1 -0.9 -1.0 -0.280
C -16.794796 -17.461532 16.769457 1.4 0.5 0.6 0.502
H -16.182841 -15.866034 15.366808 0.0 -0.2 0.3 0.351
F -27.419123 -13.517943 15.253876 0.6 -0.8 0.3 0.098
H -17.993954 -9.669618 16.027761 -1.2 0.3 -1.0 0.371
H -22.525234 -20.578475 8.313453 -0.4 0.5 0.4 0.319
O -31.234641 -11.073130 14.731278 1.6 0.5 0.1 -0.519
N -22.539990 -4.752657 11.781444 0.6 -1.7 -0.8 -0.737
C -22.400507 -19.907839 10.403268 0.1 -0.5 0.2 0.243
H -24.677615 -16.584739 6.806050 -0.7 -0.3 -0.1 0.479
H -19.645526 -16.442297 17.086131 0.6 1.0 -0.9 0.321
H -24.009102 -18.763370 11.210454 0.2 0.0 0.1 0.379
H -22.373229 -6.614216 10.880283 -1.0 -0.5 -1.0 0.229
C -29.629712 -21.322124 16.352300 0.0 0.3 1.1 -1.105
H -21.258138 -13.263297 13.660701 0.0 -0.3 0.2 -0.907
H -18.728226 -11.955514 16.997980 -0.5 -0.2 -0.7 0.531
H -17.629174 -13.978237 12.154599 0.8 -0.4 -0.1 0.399
F -34.061745 -17.413816 21.537149 -0.2 -0.5 0.1 -0.284
H -17.581265 -14.462657 9.317971 -1.5 -0.7 -0.6 0.295
C -27.332580 -12.756610 10.933227 0.7 -0.3 -0.1 2.192
H -26.595000 -13.577458 11.076437 -0.6 0.1 0.2 -1.484
C -29.385731 -21.449294 17.821439 0.0 -0.9 0.7 0.998
C -23.515368 -10.566961 16.911585 0.9 -1.4 0.7 1.006
H -24.923043 -8.128959 14.053496 -0.2 -0.2 0.3 -0.089
O -29.591367 -19.928721 16.074186 -0.7 -1.0 0.2 -0.202
F -30.140174 -16.602158 17.669064 -0.2 0.4 0.0 0.180
C -22.930701 -19.750518 8.957783 0.2 -0.9 -0.1 -0.415
H -31.004875 -12.459022 12.446999 -0.3 -0.3 0.1 0.082
H -20.327750 -11.429474 13.771198 -0.3 0.8 1.0 -0.919
H -32.989410 -17.898705 19.072985 -0.3 0.2 0.1 0.518
C -23.260470 -9.011197 11.965412 1.5 -0.2 -0.7 -0.651
C -26.194288 -15.641708 9.063336 0.9 -1.0 0.8 0.686
C -25.120650 -14.922311 8.254908 0.5 0.5 -0.4 0.198
F -22.277566 -14.466013 11.666111 -0.1 -0.2 0.1 0.082
H -20.991829 -9.976674 14.152815 -0.3 0.2 -0.2 -0.215
C -26.077519 -15.281701 14.338006 0.7 1.9 0.4 0.437
H -20.282646 -13.092413 9.244914 -0.2 0.6 0.3 -0.156
C -30.146407 -14.690973 19.202972 1.6 -1.7 -2.6 0.097
H -20.034478 -5.949784 11.145244 -0.7 -0.1 -0.1 0.394
H -16.893275 -8.511566 13.882067 -0.1 -0.3 -0.1 0.368
F -28.907699 -14.435143 18.608530 -0.4 0.1 0.5 -0.184
F -25.682933 -6.347304 14.234652 -0.9 0.4 0.1 -0.330
H -18.765768 -12.478517 15.311334 -0.2 -0.3 0.2 -0.004
F -29.472879 -17.767370 13.423004 -0.5 0.8 0.3 -0.238
F -26.597758 -7.637167 16.203981 -0.6 0.3 1.0 -0.322
H -32.430623 -16.507525 22.087982 0.3 -0.2 0.1 0.264
H -27.333491 -16.459746 11.363085 0.4 -0.3 -0.4 -0.045
C -20.743500 -12.082136 9.324829 0.6 -0.6 0.1 -1.177
H -26.030582 -19.656845 7.895187 0.5 -0.2 -0.6 0.205
H -29.991843 -9.407525 14.606176 -0.3 0.2 -0.1 0.187
H -18.123202 -12.050686 10.571928 0.0 -0.1 -0.3 0.576
C -22.147515 -6.213754 11.833917 0.1 2.0 0.4 0.516
C -22.873271 -6.910019 12.975105 1.2 -0.3 0.7 -0.533
H -20.512111 -9.546368 9.398491 0.1 0.1 0.6 0.354
H -21.810910 -12.226840 9.472131 -0.1 0.0 -0.3 0.330
C -30.051120 -11.688235 15.263832 -1.2 -0.5 0.2 0.011
H -27.397541 -10.176238 15.933359 0.7 0.3 -0.2 0.609
O -19.341813 -12.972949 11.958945 -1.8 1.1 -0.9 1.143
H -17.882116 -17.509465 9.530129 0.4 0.5 0.4 0.359
```
Forces are in eV/Å.

Computed properties:
* total energy: -6869.1548 hartree
* E_HOMO: -8.7 eV
* spin multiplicity: 1
* M: 1730.5 g mol⁻¹